1.
53
Properties=species:S:1:pos:R:3 method="wB97M-V/def2-TZVPD" smiles="Cc1cc(NC(=O)CSc2nnc(CNC(=O)c3ccc(C(C)(C)C)cc3)o2)no1" total_charge=0 homo_ha=-0.332 relative_energy_ev=3.078
C 0.049 -2.054 2.736
C 0.701 -0.822 2.243
C 2.007 -0.531 1.955
C 1.941 0.791 1.453
N 0.710 1.239 1.459
O -0.057 0.246 1.951
N 3.021 1.547 0.979
C 3.148 1.929 -0.312
O 2.314 1.752 -1.167
C 4.488 2.582 -0.640
H 4.597 2.639 -1.723
H 4.543 3.584 -0.215
S 5.912 1.670 0.072
C 5.309 0.060 -0.148
N 5.538 -0.974 0.595
N 4.769 -1.969 0.111
C 4.108 -1.502 -0.895
O 4.423 -0.202 -1.133
C 3.050 -2.161 -1.705
N 1.794 -1.459 -1.588
C 0.778 -1.964 -0.836
O 0.879 -3.040 -0.270
C -0.468 -1.159 -0.781
C -0.556 0.192 -1.097
C -1.755 0.867 -0.952
C -2.903 0.229 -0.498
C -2.808 -1.129 -0.199
C -1.618 -1.809 -0.333
H -1.553 -2.859 -0.092
H -3.673 -1.670 0.156
C -4.225 0.949 -0.297
C -5.308 0.269 -1.146
H -5.033 0.296 -2.198
H -5.450 -0.768 -0.857
H -6.257 0.788 -1.025
C -4.161 2.425 -0.697
H -3.904 2.535 -1.748
H -3.432 2.961 -0.094
H -5.133 2.887 -0.539
C -4.600 0.871 1.190
H -5.528 1.408 1.372
H -4.733 -0.159 1.511
H -3.815 1.318 1.796
H -1.768 1.917 -1.189
H 0.305 0.760 -1.413
H 1.744 -0.513 -1.935
H 3.359 -2.199 -2.755
H 2.900 -3.172 -1.314
H 3.808 1.655 1.606
H 2.867 -1.157 2.063
H 0.164 -2.834 1.982
H -1.007 -1.866 2.905
H 0.521 -2.395 3.655

***

2.
54
Properties=species:S:1:pos:R:3 method="wB97M-V/def2-TZVPD" total_charge=+2 spin_multiplicity=7 homo_ha="-0.505 / -0.506"
Tb -1.207 -1.693 -1.028
C 3.385 -0.319 3.848
Si 2.338 -1.845 3.504
C 0.726 -1.705 4.453
C 3.235 -3.443 3.919
C 2.217 -1.883 1.571
C 3.431 -1.842 0.890
C 3.505 -1.899 -0.496
C 2.334 -1.990 -1.203
N 1.134 -2.022 -0.600
C 1.073 -1.978 0.765
S -0.571 -2.069 1.423
H 3.573 -0.233 4.920
H 2.880 0.595 3.529
H 4.357 -0.357 3.352
H 0.960 -1.613 5.516
H 0.088 -2.579 4.333
H 0.150 -0.824 4.167
H 3.430 -3.495 4.993
H 4.198 -3.515 3.409
H 2.646 -4.320 3.648
H 4.353 -1.769 1.456
H 4.454 -1.881 -1.012
H 2.335 -2.059 -2.284
N 3.024 8.293 -3.889
C 2.459 7.369 -3.506
C 1.761 6.210 -3.034
C 2.261 4.939 -3.313
C 1.593 3.818 -2.860
C 0.418 3.951 -2.128
C -0.081 5.216 -1.850
C 0.587 6.340 -2.299
N -0.279 2.789 -1.663
C -1.383 2.772 -0.841
C -1.712 1.471 -0.658
N -0.823 0.676 -1.363
C 0.023 1.512 -1.949
H 3.173 4.834 -3.882
H 2.012 2.848 -3.086
H -0.995 5.351 -1.290
H 0.197 7.325 -2.082
H -1.846 3.658 -0.447
H -2.516 1.054 -0.073
H 0.838 1.199 -2.575
N -6.222 -4.932 -0.788
C -6.657 -3.700 -1.039
N -7.955 -3.446 -1.105
N -5.832 -2.676 -1.238
C -4.602 -2.469 -1.222
N -3.462 -2.164 -1.222
H -6.853 -5.710 -0.678
H -5.238 -5.126 -0.737
H -8.652 -4.155 -0.950
H -8.263 -2.510 -1.307

***

Copy entry 2 word for word.
54
Properties=species:S:1:pos:R:3 method="wB97M-V/def2-TZVPD" total_charge=+2 spin_multiplicity=7 homo_ha="-0.505 / -0.506"
Tb -1.207 -1.693 -1.028
C 3.385 -0.319 3.848
Si 2.338 -1.845 3.504
C 0.726 -1.705 4.453
C 3.235 -3.443 3.919
C 2.217 -1.883 1.571
C 3.431 -1.842 0.890
C 3.505 -1.899 -0.496
C 2.334 -1.990 -1.203
N 1.134 -2.022 -0.600
C 1.073 -1.978 0.765
S -0.571 -2.069 1.423
H 3.573 -0.233 4.920
H 2.880 0.595 3.529
H 4.357 -0.357 3.352
H 0.960 -1.613 5.516
H 0.088 -2.579 4.333
H 0.150 -0.824 4.167
H 3.430 -3.495 4.993
H 4.198 -3.515 3.409
H 2.646 -4.320 3.648
H 4.353 -1.769 1.456
H 4.454 -1.881 -1.012
H 2.335 -2.059 -2.284
N 3.024 8.293 -3.889
C 2.459 7.369 -3.506
C 1.761 6.210 -3.034
C 2.261 4.939 -3.313
C 1.593 3.818 -2.860
C 0.418 3.951 -2.128
C -0.081 5.216 -1.850
C 0.587 6.340 -2.299
N -0.279 2.789 -1.663
C -1.383 2.772 -0.841
C -1.712 1.471 -0.658
N -0.823 0.676 -1.363
C 0.023 1.512 -1.949
H 3.173 4.834 -3.882
H 2.012 2.848 -3.086
H -0.995 5.351 -1.290
H 0.197 7.325 -2.082
H -1.846 3.658 -0.447
H -2.516 1.054 -0.073
H 0.838 1.199 -2.575
N -6.222 -4.932 -0.788
C -6.657 -3.700 -1.039
N -7.955 -3.446 -1.105
N -5.832 -2.676 -1.238
C -4.602 -2.469 -1.222
N -3.462 -2.164 -1.222
H -6.853 -5.710 -0.678
H -5.238 -5.126 -0.737
H -8.652 -4.155 -0.950
H -8.263 -2.510 -1.307